(1)
An isolated molecule of C6H7NOS. Source: the Open Molecules 2025 dataset; level of theory: wB97M-V/def2-TZVPD.

Last column: natural (NBO) charge in e.
Geometry (Å):
C1 2.91378 0.98490 -1.32314  -0.05
C2 3.36104 2.20921 -1.12060  -0.44
C3 1.22102 1.63424 -0.04739  0.02
C4 0.00645 1.65200 0.57118  0.03
C5 -1.65642 -0.33533 0.77959  0.19
C6 -1.63530 -1.72189 0.15475  -0.68
N1 1.73364 0.68259 -0.73816  -0.46
O1 -0.61753 0.41605 0.48773  -0.40
S1 2.29011 3.09013 -0.08382  0.31
H1 3.34137 0.39687 -2.15757  0.21
H2 4.35320 2.47081 -1.41382  0.24
H3 -0.38414 2.26093 1.31928  0.19
H4 -2.11164 -0.07766 1.69808  0.15
H5 -0.63680 -1.84652 -0.16135  0.24
H6 -2.34475 -1.79494 -0.67346  0.22
H7 -1.87447 -2.50359 0.90484  0.22

Its HOMO-LUMO gap (spin up / spin down) is 7.81 / 6.65 eV. Its highest occupied orbital energy (spin up / spin down) is -7.24 / -7.12 eV.

=====

(2)
An isolated molecule of C5H7N. Source: the Open Molecules 2025 dataset; level of theory: wB97M-V/def2-TZVPD.

Last column: natural (NBO) charge in e.
Geometry (Å):
H1 1.07149 2.23306 -1.70493  0.36
N1 1.55867 1.60545 -1.09694  -0.66
C1 1.13601 0.53769 -0.62810  0.31
C2 1.92944 -0.33218 0.20294  -0.29
C3 1.05904 -1.34076 0.21249  -0.11
C4 -0.22116 -0.34204 -0.52085  -0.27
C5 -1.17737 0.16641 0.56971  -0.63
H2 2.99450 -0.30854 0.45738  0.22
H3 1.19439 -2.37462 0.42575  0.20
H4 -0.83095 -0.81744 -1.28860  0.22
H5 -2.19096 0.37741 0.11321  0.21
H6 -0.90553 1.14368 0.91946  0.22
H7 -1.21283 -0.39538 1.42269  0.22

Its HOMO-LUMO gap is 10.37 eV. Its highest occupied orbital energy is -9.20 eV. The SMILES is [H]/N=C1/C=C[C@H]1C.

=====

Calculated total energy (computed, eV): -20704.1067; -6785.2317